(1)
{
  "formula": "C26H27ClCoOP",
  "method": "wB97M-V/def2-TZVPD",
  "elements": ["H", "H", "H", "P", "C", "C", "C", "Cl", "H", "C", "H", "H", "H", "C", "O", "C", "H", "C", "H", "C", "C", "C", "H", "C", "H", "H", "C", "H", "C", "C", "C", "H", "C", "H", "H", "C", "C", "H", "C", "H", "H", "H", "C", "H", "H", "C", "C", "H", "C", "C", "C", "H", "H", "Co", "C", "H", "H"],
  "xyz": [[-2.14655, 3.70209, 0.60587], [1.62705, 3.30776, -6.78714], [-0.31606, 5.21724, -3.43908], [0.04463, 0.29450, -3.11174], [3.10305, -2.26307, -5.52079], [-0.05300, 3.07791, -3.29735], [1.18277, -0.78361, -4.10056], [1.90922, 1.50824, -1.16428], [4.46470, -1.66765, -3.93248], [3.45374, -1.61323, -4.33119], [2.39345, -1.37550, -0.56802], [-1.40049, -2.26281, -3.47802], [0.76545, 1.51263, 1.67237], [-3.29526, -1.79615, -4.37098], [-1.03714, 1.50075, -0.40971], [0.36501, -1.85348, -1.42082], [-2.68368, 2.94415, 2.11840], [-0.79129, -1.24597, 0.46925], [1.04048, -0.63908, 1.62421], [0.61067, 4.38774, -5.21817], [1.04578, 2.00460, -5.17091], [2.50250, -0.87201, -3.63433], [-2.10892, 1.89744, -4.41535], [0.04581, 4.31574, -3.93751], [0.35944, 3.13269, 1.08917], [-3.30078, 2.34393, 0.58345], [1.31523, -1.38288, -0.46415], [-0.45892, 3.02346, -2.28238], [0.59656, -0.99890, 0.70221], [0.38799, 1.90144, -3.93564], [-1.58006, -0.12879, -3.89044], [-4.28108, 1.28630, -5.43417], [-2.41975, 2.75212, 1.07437], [-1.59041, 0.83328, 1.47039], [1.50461, 1.13423, -5.63957], [-0.94310, -1.70979, -0.86174], [-3.66772, 0.51034, -4.97672], [3.86089, -2.81018, -6.08010], [-4.12154, -0.81503, -4.93108], [-0.22393, 2.56385, 2.66920], [0.60618, -2.35101, -2.35006], [0.64476, 5.34774, -5.73940], [-2.03009, -1.46156, -3.87231], [-0.18313, -1.39231, -5.69574], [2.79397, -0.32995, -2.73443], [-1.27232, 1.75938, 0.95138], [0.82385, -1.45434, -5.28385], [1.49036, -2.75574, -6.86941], [-0.02279, 2.26860, 1.63872], [-2.42920, 0.85678, -4.41810], [1.78158, -2.20504, -5.97245], [-1.58256, -1.12284, 1.19671], [-1.87547, -1.98494, -1.33982], [0.01236, 0.05307, -0.99412], [1.13919, 3.24080, -5.81429], [-3.62584, -2.83770, -4.31953], [-5.11598, -1.07752, -5.30525]],
  "atomic_forces_ev_per_a": [[-0.068, -0.067, -0.010], [-0.118, -0.030, 0.257], [0.112, -0.285, -0.165], [-0.080, 0.560, -5.162], [-0.148, 0.079, 0.346], [-0.009, -0.005, -0.126], [0.176, -0.068, -0.016], [0.588, -0.047, 0.125], [-0.137, -0.002, -0.211], [-0.248, 0.060, -0.223], [-0.314, 0.188, -0.102], [-0.159, 0.293, -0.180], [-0.065, 0.165, -0.177], [0.160, 0.088, 0.036], [0.325, -1.392, 0.057], [0.375, -2.447, 0.672], [0.125, -0.027, -0.034], [0.332, -0.931, 0.508], [-0.140, 0.075, -0.328], [-0.070, -0.029, 0.180], [-0.188, 0.082, 0.113], [0.022, -0.124, -0.211], [-0.100, -0.245, -0.080], [0.108, -0.368, -0.242], [0.070, -0.063, 0.081], [-0.077, 0.079, -0.135], [0.277, -2.026, 0.787], [0.050, -0.071, -0.355], [0.078, -1.365, 0.578], [0.122, 0.718, 0.213], [-0.387, -0.134, 0.192], [0.101, -0.188, 0.182], [-0.025, 0.053, 0.028], [0.050, 0.344, -0.218], [-0.268, 0.187, 0.110], [-0.225, -1.999, 0.601], [0.115, -0.282, 0.279], [-0.244, 0.034, 0.125], [0.304, 0.213, 0.154], [-0.160, 0.061, 0.025], [-0.066, 0.329, 0.103], [0.086, -0.319, 0.167], [-0.412, 0.105, -0.211], [0.228, 0.012, 0.241], [-0.107, -0.119, -0.185], [-0.518, 0.178, 0.492], [0.288, 0.042, 0.243], [0.099, 0.270, 0.205], [0.366, 0.150, 0.052], [-0.039, -0.345, -0.199], [0.189, 0.048, 0.052], [0.075, 0.219, -0.283], [0.220, 0.143, 0.134], [-1.058, 7.588, 1.306], [-0.130, 0.138, 0.214], [0.082, 0.378, -0.063], [0.434, 0.103, 0.059]],
  "max_force_ev_per_a": 7.772,
  "multiplicity": 5,
  "lumo_ev": [0.6267, -1.2802],
  "s_squared": 6.030,
  "gap_ha": [0.290, 0.271]
}

(2)
{
  "formula": "C26H27HfN3O2S2",
  "method": "wB97M-V/def2-TZVPD",
  "elements": ["H", "H", "H", "H", "C", "H", "C", "C", "H", "H", "H", "H", "C", "Hf", "H", "C", "H", "C", "C", "N", "H", "C", "C", "S", "N", "C", "O", "C", "H", "C", "C", "C", "S", "O", "C", "H", "H", "C", "H", "C", "C", "H", "C", "N", "H", "C", "C", "H", "H", "H", "H", "C", "C", "C", "H", "C", "C", "H", "H", "H", "H"],
  "xyz": [[2.02217, -1.53829, 3.82059], [1.72716, 7.52934, -2.40908], [-1.86349, -3.29811, 3.78270], [-0.02503, 3.26825, -3.95587], [-3.18836, -1.41771, 0.86493], [-1.00651, -5.22160, 5.06406], [0.02227, -2.28901, 3.69624], [1.13792, 4.92446, -3.22626], [1.93432, 2.66427, -0.18833], [-6.14859, 1.63314, -1.40864], [3.98647, 2.17224, 0.70076], [-5.13157, -2.28537, 1.21358], [-4.49299, 0.56017, -0.52325], [0.19987, 0.00597, 0.59664], [0.89801, 5.56087, -4.07014], [-0.81852, -3.33939, 4.06383], [-2.65039, -2.17100, 1.42571], [-3.09819, 0.52444, -0.35485], [2.52838, 6.79776, -2.29474], [1.64083, 0.91708, 1.34758], [1.37958, -5.31318, 5.72691], [1.36142, -2.34987, 4.07834], [1.74845, 3.28737, -1.05635], [0.07280, 1.31633, -1.95509], [-0.90123, 1.42422, -0.69002], [-2.87490, 2.53823, -1.65181], [-0.56245, 1.06809, -3.21081], [1.97131, 5.40323, -2.21664], [3.88049, -1.63177, 1.17178], [1.84682, -3.43400, 4.79604], [0.93309, 2.83702, -2.08374], [-2.29224, 1.54050, -0.92584], [-0.68706, -0.91278, 2.82844], [1.00212, 0.23939, -1.48462], [2.93820, -1.09922, 1.02307], [3.61355, 0.99297, -0.57082], [-2.25772, 3.31461, -2.08672], [3.94485, 1.10670, 0.46418], [4.95811, 0.70252, 0.54798], [2.26876, 4.56917, -1.14286], [2.99714, 0.39193, 1.42697], [-6.31792, -0.49177, -0.03805], [0.61124, 3.64669, -3.16845], [-2.45972, -0.46531, 0.33597], [3.09343, 7.04828, -1.39837], [-4.59249, -1.47128, 0.74971], [-5.07384, 1.60806, -1.27926], [4.49800, 0.00773, 2.97826], [2.83145, 0.18029, 3.57831], [2.89113, -3.45804, 5.08246], [2.70364, -1.19032, -0.04868], [1.00277, -4.47427, 5.15660], [-5.23903, -0.48581, 0.06527], [-0.33374, -4.41905, 4.78800], [2.18584, -1.63429, 1.62051], [-4.27615, 2.56545, -1.83374], [3.55201, 0.54188, 2.84744], [3.19241, 6.90384, -3.15441], [3.71839, 1.59966, 3.05886], [-4.71405, 3.36338, -2.41839], [2.91012, 4.93026, -0.34758]],
  "atomic_forces_ev_per_a": [[0.006, 0.014, 0.023], [0.005, -0.003, 0.000], [0.005, 0.001, 0.011], [-0.029, -0.001, 0.024], [-0.055, -0.059, -0.049], [-0.003, 0.007, 0.003], [0.189, 0.039, 0.018], [0.010, -0.007, -0.014], [-0.029, -0.038, -0.021], [0.008, -0.008, -0.003], [0.009, -0.022, 0.003], [0.009, -0.001, -0.010], [-0.102, -0.003, -0.025], [0.679, 0.514, 1.409], [0.005, 0.001, 0.013], [-0.018, -0.045, 0.016], [-0.007, 0.015, 0.018], [0.075, -0.109, 0.040], [0.010, -0.009, 0.012], [-0.437, -0.445, -0.930], [0.003, -0.009, -0.014], [-0.046, -0.029, 0.012], [-0.060, 0.066, 0.010], [-0.079, -0.278, -0.067], [-0.099, 0.140, -0.533], [-0.092, 0.136, -0.033], [-0.175, -0.029, -0.015], [0.014, 0.017, -0.017], [0.013, 0.001, -0.019], [-0.019, -0.004, -0.009], [-0.066, 0.091, -0.033], [0.269, 0.035, 0.159], [-0.292, -0.550, -0.025], [-0.052, 0.124, -0.133], [-0.039, 0.068, -0.004], [-0.007, 0.005, 0.023], [-0.013, -0.013, 0.005], [0.065, 0.049, -0.071], [-0.017, 0.004, -0.010], [0.028, -0.024, 0.020], [0.065, 0.036, 0.279], [0.013, 0.002, 0.000], [0.215, 0.006, -0.035], [0.020, 0.210, -0.064], [-0.003, 0.001, -0.005], [0.045, -0.015, 0.020], [0.019, -0.025, 0.041], [-0.013, 0.013, -0.026], [0.009, 0.022, 0.010], [-0.002, 0.007, -0.001], [-0.021, 0.011, 0.013], [0.011, 0.013, 0.007], [-0.028, 0.026, -0.021], [-0.020, 0.022, -0.032], [0.022, -0.011, 0.014], [0.066, -0.003, 0.000], [-0.052, 0.037, 0.018], [-0.004, -0.010, 0.002], [-0.005, -0.005, 0.000], [0.005, 0.009, 0.004], [-0.014, 0.010, -0.005]],
  "max_force_ev_per_a": 1.646,
  "multiplicity": 1,
  "relative_energy_ev": 1.608,
  "lumo_ev": -0.3007,
  "gap_ha": 0.256
}